This record from the Open Molecules 2025 dataset describes a gas-phase ion, C4H11N2O (charge -2). The level of theory is ωB97M-V/def2-TZVPD.

## Properties
Max |F|: 5.7 eV Å⁻¹
2S+1: 2
Molar mass: 103.14 g mol⁻¹
HOMO energy (alpha / beta): 4.48 / 0.42 eV
Net charge: -2
Energy: -343.48352 Ha
LUMO level (alpha / beta): 0.264 / 0.261 Ha

Each line ends with the Mulliken spin population.
Geometry (Å):
N -0.674 -2.113 0.771  0.85
C -0.218 -0.651 0.669  0.45
C -1.028 -0.276 -0.648  1.41
C -0.904 1.298 -1.018  -0.91
O -0.137 1.989 -0.244  -0.01
C 1.372 -0.750 0.217  0.35
N 1.845 0.676 0.383  0.00
H -1.654 -2.178 1.233  -0.65
H -0.807 -2.379 -0.181  -0.95
H -0.495 -0.058 1.541  -0.25
H -1.973 -0.589 -0.407  0.96
H -0.774 -0.889 -1.608  0.10
H -2.101 1.558 -0.935  -0.10
H -0.733 1.309 -2.213  -0.03
H 1.346 -1.113 -0.830  -0.06
H 1.877 -1.554 0.889  -0.14
H 1.760 0.970 1.414  0.00
H 1.113 1.346 -0.353  -0.01

***

This record from the Open Molecules 2025 dataset describes 2 unconnected molecules or ions with the total composition C4H11N2O. The level of theory is ωB97M-V/def2-TZVPD.

## Properties
Max |F|: 0.6 eV Å⁻¹
Molar mass: 103.14 g mol⁻¹
HOMO energy: -12.57 eV
Net charge: +1
Energy: -343.50759 Ha
LUMO level: -0.146 Ha

Each line ends with the natural charge from an NBO analysis.
Geometry (Å):
N 1.841 0.871 1.330  -0.70
C 2.792 0.013 1.081  0.40
N 2.683 -0.977 0.232  -0.70
H 0.947 0.829 0.849  0.43
H 1.907 1.490 2.124  0.44
H 3.760 0.139 1.556  0.24
H 3.486 -1.549 0.021  0.44
H 1.883 -1.067 -0.382  0.43
O -4.297 0.374 -0.202  -0.47
C -3.224 -0.152 -0.190  0.44
C -2.165 0.020 -1.259  -0.51
C -0.782 0.162 -0.620  -0.64
H -2.918 -0.827 0.640  0.09
H -2.390 0.885 -1.880  0.24
H -2.195 -0.890 -1.867  0.24
H -0.787 1.072 -0.008  0.20
H -0.041 0.310 -1.413  0.22
H -0.500 -0.702 -0.013  0.20

***

This record from the Open Molecules 2025 dataset describes a gas-phase ion, C4H11N2O (charge +1). The level of theory is ωB97M-V/def2-TZVPD.

## Properties
Max |F|: 2.0 eV Å⁻¹
Molar mass: 103.14 g mol⁻¹
HOMO energy: -14.99 eV
Net charge: +1
Energy: -343.52255 Ha
SMILES: CC[NH2+]CC(N)=O
LUMO level: -0.116 Ha

Each line ends with the natural charge from an NBO analysis.
Geometry (Å):
C -2.070 0.852 0.353  -0.64
C -1.184 0.210 1.414  -0.21
N -0.072 -0.645 0.838  -0.52
C 1.009 0.186 0.058  -0.32
C 1.176 -0.614 -1.251  0.65
N 2.321 -0.380 -1.872  -0.78
O 0.230 -1.272 -1.655  -0.59
H -1.580 1.643 -0.214  0.23
H -3.049 1.011 0.832  0.26
H -2.241 0.080 -0.413  0.23
H -0.690 0.968 2.014  0.22
H -1.808 -0.480 1.992  0.24
H 0.441 -1.229 1.497  0.43
H -0.400 -1.341 0.150  0.46
H 1.994 0.348 0.566  0.24
H 0.524 1.150 -0.037  0.25
H 3.128 -0.026 -1.389  0.42
H 2.272 -0.459 -2.881  0.44

***

This record from the Open Molecules 2025 dataset describes 2 unconnected molecules or ions with the total composition C4H11N2O. The level of theory is ωB97M-V/def2-TZVPD.

## Properties
Max |F|: 4.5 eV Å⁻¹
Molar mass: 103.14 g mol⁻¹
HOMO energy: -12.41 eV
Net charge: +1
Energy: -343.36231 Ha
LUMO level: -0.252 Ha

Each line ends with the natural charge from an NBO analysis.
Geometry (Å):
N -0.779 3.285 0.608  -1.11
C 1.184 -0.257 0.463  0.18
C 2.106 0.785 -0.184  -0.70
C -0.222 -0.404 0.196  0.58
N 0.022 -1.783 -0.068  -0.49
C -0.921 -2.417 -0.956  -0.49
O -1.257 0.161 0.096  -0.44
H -0.521 2.543 1.231  0.35
H -0.916 3.033 -0.353  0.37
H -1.440 3.956 0.951  0.39
H 1.883 -0.813 1.112  0.27
H 1.455 1.597 -0.504  0.26
H 2.770 0.348 -0.914  0.30
H 2.706 1.227 0.605  0.29
H 0.580 -2.439 0.464  0.45
H -0.436 -3.040 -1.698  0.25
H -1.841 -2.744 -0.463  0.28
H -1.585 -1.623 -1.426  0.26

***

This record from the Open Molecules 2025 dataset describes a gas-phase ion, C4H11N2O (charge +1). The level of theory is ωB97M-V/def2-TZVPD.

## Properties
Max |F|: 2.0 eV Å⁻¹
Molar mass: 103.14 g mol⁻¹
HOMO energy: -13.11 eV
Net charge: +1
Energy: -343.49196 Ha
SMILES: NCC[C@@H]([NH3+])C=O
LUMO level: -0.133 Ha

Each line ends with the natural charge from an NBO analysis.
Geometry (Å):
N 1.931 -0.803 1.115  -0.86
C 1.724 0.274 0.172  -0.23
C 0.300 0.768 0.299  -0.40
C -0.725 -0.306 -0.239  -0.19
N -2.090 -0.060 0.275  -0.68
C -0.783 -0.218 -1.740  0.43
O -1.790 0.086 -2.318  -0.50
H 1.515 -0.631 2.013  0.36
H 2.888 -1.104 1.176  0.39
H 2.456 1.087 0.243  0.21
H 1.921 -0.090 -0.839  0.19
H -0.020 0.909 1.336  0.21
H 0.137 1.704 -0.246  0.23
H -0.289 -1.254 0.005  0.28
H -2.248 0.933 0.479  0.45
H -2.704 -0.183 -0.558  0.47
H -2.394 -0.644 1.053  0.46
H 0.172 -0.468 -2.227  0.17

***

This record from the Open Molecules 2025 dataset describes a gas-phase ion, C4H11N2O (charge +1). The level of theory is ωB97M-V/def2-TZVPD.

## Properties
Max |F|: 2.7 eV Å⁻¹
Molar mass: 103.14 g mol⁻¹
HOMO energy: -15.16 eV
Net charge: +1
Energy: -343.52594 Ha
SMILES: CC[C@H]([NH3+])C(N)=O
LUMO level: -0.118 Ha

Each line ends with the natural charge from an NBO analysis.
Geometry (Å):
C -0.536 -2.131 -0.571  -0.64
C -0.355 -0.622 -0.751  -0.42
C 0.156 0.142 0.507  -0.15
N -1.000 0.548 1.319  -0.70
C 0.701 1.451 -0.038  0.67
N 1.934 1.564 -0.528  -0.77
O 0.007 2.438 0.215  -0.61
H -0.023 -2.509 0.273  0.21
H -0.115 -2.623 -1.442  0.25
H -1.531 -2.523 -0.357  0.23
H 0.155 -0.304 -1.661  0.24
H -1.334 -0.228 -1.005  0.23
H 0.897 -0.445 1.040  0.25
H -1.066 1.568 1.010  0.48
H -0.820 0.515 2.309  0.44
H -1.810 -0.065 1.235  0.44
H 2.390 0.761 -0.928  0.41
H 2.350 2.465 -0.628  0.44

***

This record from the Open Molecules 2025 dataset describes a gas-phase ion, C4H11N2O (charge +1). The level of theory is ωB97M-V/def2-TZVPD.

## Properties
Max |F|: 5.2 eV Å⁻¹
Molar mass: 103.14 g mol⁻¹
HOMO energy: -14.95 eV
Net charge: +1
Energy: -343.42202 Ha
SMILES: CC(C)N(O)C=[NH2+]
LUMO level: -0.109 Ha

Each line ends with the natural charge from an NBO analysis.
Geometry (Å):
C -1.648 0.529 -1.178  -0.64
C -0.713 -0.324 -0.272  0.03
C -1.171 -0.666 1.050  -0.68
N 0.704 0.621 -0.054  -0.10
O 0.601 2.006 -0.039  -0.50
C 1.909 0.204 0.075  0.34
N 2.310 -1.033 0.081  -0.74
H -1.146 0.659 -2.156  0.24
H -2.611 -0.028 -1.344  0.26
H -1.771 1.530 -0.688  0.24
H -0.358 -1.181 -0.756  0.21
H -1.523 -0.019 1.811  0.25
H -0.500 -1.378 1.559  0.23
H -2.129 -1.364 0.943  0.26
H 0.215 2.190 0.773  0.48
H 2.661 1.121 0.044  0.26
H 3.320 -0.976 0.121  0.43
H 1.851 -1.889 0.029  0.44

***

This record from the Open Molecules 2025 dataset describes 2 unconnected molecules or ions with the total composition C4H11N2O. The level of theory is ωB97M-V/def2-TZVPD.

## Properties
Max |F|: 3.3 eV Å⁻¹
Molar mass: 103.14 g mol⁻¹
HOMO energy: -14.37 eV
Net charge: +1
Energy: -343.52623 Ha
LUMO level: -0.154 Ha

Each line ends with the natural charge from an NBO analysis.
Geometry (Å):
C 0.296 2.260 -0.440  -0.43
C 2.516 1.429 -1.032  0.10
N 1.286 1.236 -0.687  -0.37
H 0.115 2.231 0.623  0.24
H -0.651 2.012 -0.925  0.26
H 0.686 3.202 -0.698  0.22
H 2.877 2.435 -1.089  0.21
H 3.189 0.573 -1.229  0.23
H 0.883 0.282 -0.569  0.47
C -1.782 -1.183 1.531  -0.70
C -0.912 -1.491 0.289  0.74
N -0.850 -2.761 -0.193  -0.76
O -0.349 -0.540 -0.311  -0.75
H -1.164 -0.611 2.202  0.25
H -2.193 -2.093 1.951  0.23
H -2.617 -0.553 1.221  0.26
H -1.146 -3.538 0.299  0.41
H -0.184 -2.889 -0.943  0.41

***

This record from the Open Molecules 2025 dataset describes 2 unconnected molecules or ions with the total composition C4H11N2O. The level of theory is ωB97M-V/def2-TZVPD.

## Properties
Max |F|: 5.2 eV Å⁻¹
Molar mass: 103.14 g mol⁻¹
HOMO energy: -13.14 eV
Net charge: +1
Energy: -343.42779 Ha
LUMO level: -0.146 Ha

Each line ends with the natural charge from an NBO analysis.
Geometry (Å):
C 0.203 -1.326 -1.535  0.24
C 1.221 0.182 2.123  -0.69
C -1.349 1.591 -0.418  -0.43
C 0.154 0.219 0.952  0.29
N 0.312 -2.634 -1.529  -0.77
N -0.290 1.380 0.588  -0.45
O 0.187 -0.948 -2.853  -0.67
H 0.546 0.186 3.056  0.27
H 1.860 1.059 1.868  0.25
H 1.823 -0.729 2.085  0.26
H -1.535 0.559 -0.880  0.25
H -2.091 2.166 0.050  0.24
H -0.782 2.125 -1.330  0.23
H -0.085 -0.685 0.344  0.26
H 0.505 -3.136 -0.678  0.40
H 0.189 -3.207 -2.349  0.41
H 0.189 0.012 -2.727  0.49
H -0.027 2.220 1.175  0.43

***

This record from the Open Molecules 2025 dataset describes 2 unconnected molecules or ions with the total composition C4H11N2O. The level of theory is ωB97M-V/def2-TZVPD.

## Properties
Max |F|: 1.2 eV Å⁻¹
Molar mass: 103.14 g mol⁻¹
HOMO energy: -12.76 eV
Net charge: +1
Energy: -343.49818 Ha
LUMO level: -0.105 Ha

Each line ends with the natural charge from an NBO analysis.
Geometry (Å):
O -0.829 -0.836 0.900  -0.63
C -0.630 -2.028 0.883  0.51
C -1.592 -3.084 0.437  -0.72
H 0.311 -2.430 1.306  0.13
H -2.568 -2.645 0.251  0.24
H -1.613 -3.856 1.204  0.26
H -1.119 -3.505 -0.456  0.26
C 0.842 2.150 -0.054  -0.22
C 0.808 1.397 -1.160  0.06
N 1.688 1.489 -2.202  -0.77
N -0.114 1.789 1.016  -0.69
H 1.492 2.983 0.145  0.23
H 0.050 0.640 -1.327  0.21
H 1.945 0.653 -2.684  0.41
H 2.430 2.167 -2.117  0.39
H -0.956 2.375 1.027  0.42
H 0.275 1.937 1.947  0.44
H -0.421 0.803 0.885  0.48

***

This record from the Open Molecules 2025 dataset describes a gas-phase ion, C4H11N2O (charge +2). The level of theory is ωB97M-V/def2-TZVPD.

## Properties
Max |F|: 2.1 eV Å⁻¹
2S+1: 2
Molar mass: 103.14 g mol⁻¹
HOMO energy (alpha / beta): -19.90 / -19.77 eV
Net charge: +2
Energy: -343.01441 Ha
LUMO level (alpha / beta): -0.315 / -0.468 Ha

Each line ends with the Mulliken spin population.
Geometry (Å):
N 1.102 -0.186 -1.756  0.01
C 1.176 -0.885 -0.401  0.02
C 1.078 0.107 0.768  -0.01
N -0.127 0.953 0.712  0.38
C -1.327 0.436 1.199  0.12
C -2.345 0.024 -0.023  0.09
O -1.958 -0.623 -0.914  0.31
H 1.945 0.392 -1.844  0.00
H 0.306 0.433 -1.729  0.00
H 1.185 -0.837 -2.538  0.00
H 0.397 -1.633 -0.344  0.00
H 2.110 -1.450 -0.378  -0.01
H 2.002 0.647 0.865  0.00
H 1.041 -0.524 1.647  0.01
H -0.003 1.835 1.206  0.00
H -1.340 -0.422 1.883  0.01
H -1.875 1.274 1.629  0.01
H -3.366 0.458 0.018  0.06

***

This record from the Open Molecules 2025 dataset describes a gas-phase ion, C4H11N2O2 (charge +1). The level of theory is ωB97M-V/def2-TZVPD.

## Properties
Max |F|: 1.8 eV Å⁻¹
Molar mass: 119.14 g mol⁻¹
HOMO energy: -14.23 eV
Net charge: +1
Energy: -418.75247 Ha
SMILES: NC(=O)[C@@H]([NH3+])CCO
LUMO level: -0.127 Ha

Each line ends with the natural charge from an NBO analysis.
Geometry (Å):
N -2.100 1.201 0.401  -0.82
C -1.041 1.291 -0.495  0.68
O -0.655 2.284 -1.052  -0.56
C -0.212 -0.019 -0.710  -0.14
N 1.126 0.510 -1.227  -0.67
C 0.085 -0.673 0.616  -0.49
C 0.810 -2.047 0.610  -0.07
O 1.663 -2.128 1.737  -0.70
H -2.805 0.564 0.053  0.41
H -2.472 2.142 0.503  0.41
H -0.612 -0.670 -1.482  0.25
H 0.935 0.870 -2.169  0.46
H 1.871 -0.189 -1.368  0.45
H 1.446 1.237 -0.599  0.46
H -0.758 -0.782 1.294  0.26
H 0.732 -0.053 1.259  0.24
H 1.453 -2.217 -0.268  0.16
H 0.013 -2.782 0.571  0.19
H 1.284 -2.750 2.334  0.49

***

Question: What is the max |F| in the second record?
Answer: 0.6 eV Å⁻¹